one.
Density functional theory data (the ωB97M-V functional and the def2-TZVPD basis) for a molecular structure, C20H25N3O3.

Geometry as ORCA input:
```
! wB97M-V def2-TZVPD RIJCOSX def2/J DEFGRID3
* xyz 0 1
C -7.24 -1.70 -0.27
C -5.85 -0.97 -0.18
C -4.65 -1.40 -0.66
C -3.55 -0.85 -0.52
C -3.56 0.25 -0.03
C -4.83 0.89 0.63
C -6.05 0.16 0.60
H -6.90 0.76 0.68
H -4.82 1.97 0.97
N -2.37 1.13 0.29
C -1.18 1.05 -0.03
O -0.91 -0.09 -0.71
N -0.21 1.64 0.19
H -0.54 2.68 0.91
C 1.20 1.83 -0.10
C 1.41 1.50 -1.32
C 3.00 1.53 -1.72
C 3.37 3.07 -1.41
C 3.27 3.57 -0.10
C 1.67 3.31 0.46
H 1.53 3.45 1.32
H 0.96 4.06 -0.06
H 3.77 2.94 0.66
H 3.38 4.55 0.34
H 4.47 3.40 -1.97
H 2.94 3.83 -2.15
H 3.14 1.25 -2.82
H 3.58 1.16 -1.19
H 1.07 0.49 -1.58
H 0.93 2.19 -1.98
C 1.93 0.94 0.92
O 2.65 1.14 1.72
N 1.62 -0.41 0.74
H 0.83 -0.78 0.03
C 2.12 -1.63 1.46
C 2.82 -2.34 0.56
C 2.27 -3.26 -0.68
C 3.30 -3.99 -0.81
C 4.39 -3.63 -0.33
O 3.98 -2.66 0.71
H 5.51 -4.07 -0.25
H 3.11 -4.61 -1.66
H 1.12 -3.31 -0.79
H 2.87 -1.30 2.15
H 1.27 -1.98 1.98
H -2.40 2.00 0.74
H -2.61 -1.36 -0.81
H -4.68 -2.61 -1.07
H -7.61 -1.52 -1.49
H -7.29 -2.69 -0.08
H -8.04 -1.25 0.25
*
```

frontier orbital gap: 7.6 eV
HOMO level: -7.39 eV

two.
Density functional theory data (the ωB97M-V functional and the def2-TZVPD basis) for C20H25N3O3 in the gas phase.

Geometry as ORCA input:
```
! wB97M-V def2-TZVPD RIJCOSX def2/J DEFGRID3
* xyz 0 1
C 2.29 1.03 -2.35
O 1.24 1.73 -1.73
C 0.01 1.14 -1.65
C -0.29 -0.06 -2.28
C -1.55 -0.63 -2.21
C -2.55 0.04 -1.53
C -2.27 1.23 -0.90
C -1.00 1.80 -0.90
N -0.81 2.98 -0.18
C 0.29 3.88 -0.37
C 1.48 3.55 0.58
N 1.05 2.60 1.58
N 1.27 1.34 1.21
C 0.53 0.35 1.51
C 0.87 -0.96 1.01
C 2.15 -1.21 0.50
C 2.45 -2.43 -0.06
C 1.49 -3.43 -0.10
C 0.22 -3.22 0.42
O -0.75 -4.20 0.43
C -0.46 -5.44 -0.15
C -0.11 -1.97 0.97
O -1.32 -1.63 1.51
C -2.50 -2.29 1.11
C -0.19 3.03 2.20
C -1.35 3.06 1.16
H 2.45 0.05 -1.88
H 2.10 0.89 -3.43
H 3.17 1.65 -2.22
H 0.49 -0.59 -2.81
H -1.74 -1.57 -2.70
H -3.55 -0.36 -1.50
H -3.07 1.75 -0.39
H -0.09 4.89 -0.14
H 0.61 3.86 -1.41
H 2.29 3.08 0.03
H 1.85 4.46 1.08
H -0.40 0.42 2.08
H 2.88 -0.42 0.56
H 3.44 -2.63 -0.46
H 1.75 -4.38 -0.53
H 0.36 -5.95 0.36
H -1.37 -6.03 -0.05
H -0.22 -5.34 -1.22
H -3.31 -1.66 1.45
H -2.55 -2.40 0.03
H -2.58 -3.28 1.58
H -0.01 4.03 2.60
H -0.43 2.37 3.04
H -2.01 2.21 1.34
H -1.92 3.98 1.27
*
```

frontier orbital gap: 8.0 eV
SMILES string: COc1ccccc1N1CCN(/N=C/c2cccc(OC)c2OC)CC1
HOMO level: -7.22 eV

Energy above the most stable structure, in kJ/mol: one 1605.0; two 0.0